No. 1
DFT (the ωB97M-V functional and the def2-TZVPD basis) results for C40H50N2OPtS as an isolated structure.

The geometry in XYZ format:
```
95
C40H50N2OPtS the ωB97M-V functional and the def2-TZVPD basis
Pt -1.08954 0.36460 0.68642
C 2.63535 -3.79869 -0.96952
C 2.59948 -2.95789 0.31449
C 3.89847 -3.18530 1.09789
C 1.37141 -3.30181 1.12751
C 1.18754 -4.62142 1.51060
C 0.05246 -5.03331 2.18106
C -0.94404 -4.11829 2.48384
C -0.81495 -2.78323 2.13496
C -1.87676 -1.79727 2.55951
C -3.29413 -2.33547 2.38819
C -1.62241 -1.33418 3.99337
C 0.36373 -2.36254 1.47583
N 0.55574 -1.02822 1.15162
C 1.63783 -0.40971 1.49927
C 2.16358 0.82345 1.00742
C 3.40050 1.21823 1.54355
C 4.08844 2.31609 1.07779
C 3.54020 3.08387 0.04552
C 2.32704 2.74640 -0.49138
C 1.58559 1.61874 -0.04096
N 0.37218 1.38343 -0.55294
C -0.06687 1.96998 -1.71726
C -1.19931 2.82467 -1.69844
C -1.57040 3.46222 -2.86957
C -0.87448 3.26136 -4.05324
C 0.19787 2.38593 -4.08238
C 0.60271 1.71071 -2.94426
C 1.63871 0.61719 -3.02848
C 1.19025 -0.44200 -4.04219
C 3.02218 1.15131 -3.40433
C -1.91915 3.12961 -0.40684
C -1.33022 4.37786 0.25148
C -3.42508 3.28660 -0.60343
H 3.45402 -3.46317 -1.60259
H 1.70049 -3.70893 -1.51923
H 2.80376 -4.84755 -0.74005
H 2.56849 -1.90352 0.01792
H 4.04300 -4.24072 1.30517
H 3.91064 -2.65145 2.04661
H 4.73848 -2.84593 0.49554
H 1.95058 -5.34281 1.27703
H -0.06026 -6.06884 2.46265
H -1.80995 -4.45277 3.03126
H -1.79421 -0.86309 1.89895
H -3.48875 -3.14400 3.08633
H -3.45810 -2.70471 1.37902
H -4.02363 -1.55566 2.59127
H -1.68870 -2.17766 4.67521
H -2.36439 -0.59513 4.28195
H -0.62939 -0.89761 4.08697
H 2.26261 -0.90038 2.24839
H 3.83010 0.62609 2.33929
H 5.04093 2.58214 1.50424
H 4.07250 3.94541 -0.32713
H 1.88331 3.35950 -1.26010
H -2.40435 4.14448 -2.87133
H -1.18808 3.76139 -4.95657
H 0.71733 2.21450 -5.01193
H 1.71270 0.12899 -2.05039
H 1.29458 -0.08321 -5.06132
H 0.15185 -0.72223 -3.87805
H 1.80791 -1.32865 -3.93395
H 2.98947 1.70451 -4.33875
H 3.70688 0.31598 -3.52785
H 3.41288 1.80620 -2.62755
H -1.76358 2.26645 0.30354
H -1.40147 5.21872 -0.43460
H -0.28198 4.23564 0.50944
H -1.88758 4.62342 1.15261
H -3.66082 4.21842 -1.10637
H -3.92708 3.29577 0.35984
H -3.83147 2.46605 -1.19331
C -1.84543 2.60207 4.17487
C -0.48490 2.28476 3.64725
C 0.66695 2.86706 4.39792
O -0.29439 1.58337 2.66355
H -2.05771 3.65807 4.01167
H -1.88783 2.43000 5.24986
H -2.61059 2.00967 3.67760
H 0.52408 3.93236 4.56591
H 1.60027 2.70141 3.86476
H 0.73242 2.39977 5.37976
S -3.09974 -0.10233 -0.57102
C -2.78445 -1.21274 -1.84502
C -1.54777 -1.86070 -1.96026
C -1.36131 -2.78560 -2.96297
C -2.38069 -3.04423 -3.87894
C -3.60011 -2.38194 -3.78064
C -3.81344 -1.47901 -2.76195
H -0.76591 -1.62684 -1.24404
H -0.42271 -3.31101 -3.04149
H -2.21504 -3.74875 -4.67762
H -4.38614 -2.58318 -4.49066
H -4.75818 -0.97076 -2.65580
```

Properties
Charge ... +2
Kohn-Sham gap (alpha / beta) ... 7.739 / 5.515 eV
Spin multiplicity ... 5

Results of the Mulliken charge analysis, in e, for atoms 1 through 6: 0.98 -1.54 1.56 -1.76 0.79 -0.59



No. 2
DFT (the ωB97M-V functional and the def2-TZVPD basis) results for C40H51CeClOP4 as an isolated structure.

The geometry in XYZ format:
```
98
C40H51CeClOP4 the ωB97M-V functional and the def2-TZVPD basis
P 1.23339 0.98690 -4.62205
C 2.92513 1.46738 -4.88181
C 3.66168 0.82445 -5.88074
H 3.20696 0.00280 -6.43192
C 4.95556 1.26809 -6.16255
H 5.51416 0.78469 -6.96666
C 5.48598 2.32919 -5.41220
H 6.49422 2.67858 -5.63758
C 4.75747 2.95424 -4.38654
H 5.17989 3.78253 -3.81105
C 3.45812 2.50926 -4.10988
H 2.85623 2.96353 -3.32307
C 0.93232 -0.61785 -5.38332
C 1.62527 -1.74774 -4.90652
H 2.33270 -1.63938 -4.08049
C 1.41538 -3.00331 -5.48337
H 1.95032 -3.87375 -5.09655
C 0.52992 -3.12848 -6.56056
H 0.37213 -4.09991 -7.02310
C -0.15708 -2.01392 -7.04833
H -0.84511 -2.09951 -7.89373
C 0.03026 -0.76194 -6.45274
H -0.50404 0.11132 -6.83130
C 0.18653 2.26276 -5.33178
C 0.59544 2.83234 -6.55001
H 1.50565 2.45792 -7.02308
C -0.14368 3.86270 -7.13034
H 0.19572 4.29375 -8.07280
C -1.29968 4.32758 -6.48660
H -1.87781 5.12964 -6.94111
C -1.71466 3.77262 -5.27024
H -2.62118 4.11911 -4.76425
C -0.96914 2.73885 -4.69013
H -1.30194 2.29101 -3.75316
Ce 0.22720 0.17513 0.18866
C -1.76010 -1.23750 -0.44013
C -1.89765 -1.45435 -1.74504
H -2.39698 -1.75524 0.29204
C -0.93146 -0.82419 -2.78402
O -1.78957 -0.17099 -3.74615
H -1.25812 0.28994 -4.43533
C 0.08206 0.12255 -2.28068
H -0.38011 -1.63652 -3.29325
C 1.02914 0.86519 -2.85150
Cl 2.35519 1.77745 0.35581
P -1.54095 2.16794 0.39457
P 1.69631 -2.05904 0.09515
C -0.88002 2.98700 1.87667
H 0.16562 3.29808 1.71075
H -0.85978 2.27769 2.72133
H -1.53864 3.84897 2.05841
C -1.47190 3.28980 -1.00939
H -2.06323 2.89274 -1.84932
H -0.43211 3.36618 -1.37131
H -1.84627 4.26744 -0.67144
C -3.22425 1.62809 0.70524
H -3.24431 0.88579 1.51905
H -3.61341 1.11378 -0.18800
H -3.81447 2.51977 0.95793
C 2.39102 -2.10999 1.77038
H 1.63080 -2.45695 2.48808
H 2.65549 -1.09008 2.09980
H 3.28075 -2.75664 1.74203
C 0.81137 -3.58199 -0.23482
H 0.37399 -3.55160 -1.24667
H -0.04278 -3.67287 0.45582
H 1.51138 -4.42147 -0.12105
C 3.03225 -1.83504 -1.09783
H 3.31618 -0.76822 -1.13397
H 2.69972 -2.11048 -2.11154
H 3.87864 -2.45148 -0.76028
P -3.25990 -2.50170 -2.41988
C -3.83806 -3.43823 -1.00972
C -2.54171 -3.55088 -3.68612
H -4.22668 -2.75054 -0.24520
H -3.01316 -4.02225 -0.57719
H -4.63111 -4.11249 -1.35966
H -2.21044 -2.93525 -4.54005
H -3.32446 -4.26076 -3.99920
H -1.68177 -4.10068 -3.26787
C -4.56650 -1.49414 -3.11056
H -4.87798 -0.74116 -2.37027
H -5.40739 -2.16746 -3.34422
H -4.18142 -0.98994 -4.01049
H 1.73949 1.44030 -2.24008
C -0.27468 -0.26872 2.38902
C -0.18265 -0.17298 3.63368
C -0.10023 -0.12996 5.03628
C -1.14837 0.50389 5.73716
C -1.05165 0.61553 7.13276
C 0.06084 0.09467 7.79181
C 1.09314 -0.54076 7.10303
C 1.02585 -0.66731 5.70669
H -1.99613 0.89763 5.17478
H -1.85081 1.10629 7.65194
H 0.12071 0.18513 8.86354
H 1.95055 -0.94094 7.60726
H 1.81168 -1.14968 5.12321
```

Properties
Charge ... +2
Kohn-Sham gap ... 7.152 eV
Spin multiplicity ... 1

Results of the Mulliken charge analysis, in e, for atoms 1 through 6: 1.89 0.43 -0.03 0.42 -0.80 0.44



No. 3
DFT (the ωB97M-V functional and the def2-TZVPD basis) results for a 4-piece molecular cluster, C40H51ClFIN3O9 overall.

The geometry in XYZ format:
```
106
C40H51ClFIN3O9 the ωB97M-V functional and the def2-TZVPD basis
C -4.01878 -1.66433 0.60435
C -4.43266 -0.28314 0.06261
C -3.88291 0.15530 -1.29452
I -4.37080 -1.28199 -2.82374
C -2.38989 0.57412 -1.37352
C -2.21695 1.47433 -2.61917
C -0.79913 1.64848 -3.19846
C -0.04545 2.88332 -2.69535
Cl 1.09488 3.48704 -3.90267
C -1.95174 1.38537 -0.15265
N -1.53527 0.63994 1.03633
C -0.88341 1.56525 1.99409
C -1.72995 2.79132 2.31049
C -1.03625 3.70422 3.33996
C 0.21924 4.36499 2.77095
C -0.83186 2.99008 4.70070
C 0.61106 2.54342 4.98355
C 0.78462 1.55760 6.12406
C 0.08779 1.41199 7.25548
C -0.60117 2.53089 7.99220
C 0.03284 0.05962 7.91774
C -0.71248 -0.54311 0.75130
O 0.44095 -0.61253 1.52616
C -0.26685 -0.59996 -0.72780
C 0.65167 -1.78201 -1.02238
O 1.81796 -1.69239 -0.84708
N 0.09799 -3.00704 -1.56628
C 0.28269 -3.06544 -2.95242
O 0.58649 -2.16486 -3.65375
F 0.08030 -4.28256 -3.45068
N -1.53070 -0.66443 -1.52229
H -3.35741 -1.55909 1.46263
H -3.58097 -2.32201 -0.15220
H -4.89704 -2.19538 0.96730
H -4.19279 0.47100 0.81323
H -5.51775 -0.27578 -0.04274
H -4.42779 1.05109 -1.58885
H -2.87099 1.11612 -3.41366
H -2.59035 2.45177 -2.30499
H -0.16596 0.76291 -3.08708
H -0.91143 1.77651 -4.27479
H -0.75665 3.68226 -2.48531
H 0.49216 2.69911 -1.76495
H -2.82457 1.98428 0.10954
H -1.16714 2.10013 -0.43812
H 0.08865 1.89424 1.60976
H -0.73263 1.02659 2.92525
H -1.89988 3.40615 1.42291
H -2.69712 2.49175 2.72528
H -1.74285 4.52033 3.51713
H 1.01325 3.64861 2.55924
H 0.63772 5.10193 3.45104
H -0.00995 4.86087 1.82292
H -1.18318 3.64642 5.48811
H -1.44675 2.08434 4.71674
H 1.26099 3.41877 5.07775
H 0.96082 2.00160 4.09994
H 1.60468 0.85762 5.97791
H 0.13102 2.93480 8.69599
H -0.89244 3.34852 7.34505
H -1.46700 2.19396 8.56262
H -0.84598 -0.46987 7.54453
H 0.92271 -0.52232 7.67372
H -0.05803 0.12639 9.00297
H -1.30193 -1.45934 0.91718
H 0.34156 -1.25552 2.23410
H 0.29315 0.28525 -1.02424
H -0.87913 -3.18719 -1.35093
H -2.06651 -1.47191 -1.19167
H -1.34393 -0.83150 -2.51676
C 5.10073 -7.12742 -2.49996
C 5.59795 -6.43976 -3.52502
C 4.86806 -5.28264 -4.10142
O 5.31091 -4.65011 -5.03330
C 3.55923 -4.92754 -3.49129
C 3.06506 -5.61065 -2.46262
C 3.80026 -6.76462 -1.88419
O 3.35091 -7.37823 -0.94125
H 5.61285 -7.97378 -2.06070
H 6.54625 -6.68278 -3.98674
H 3.05104 -4.07750 -3.93180
H 2.11857 -5.36042 -2.00018
C -1.02628 -6.74964 -5.37727
C -1.52632 -5.60712 -5.83793
C -2.75158 -5.58148 -6.67619
O -3.20607 -4.53259 -7.08112
C -3.39675 -6.88083 -6.98734
C -2.89650 -8.02584 -6.53016
C -1.67326 -8.05249 -5.68700
O -1.21877 -9.09084 -5.26375
H -0.13460 -6.79545 -4.76405
H -1.07347 -4.64589 -5.63385
H -4.28763 -6.83615 -7.60063
H -3.34807 -8.98634 -6.74279
C 4.93316 6.38317 1.71200
C 5.48250 7.33715 0.96549
C 4.68308 8.49188 0.47959
O 5.17898 9.35885 -0.20297
C 3.24720 8.54086 0.86301
C 2.70011 7.58615 1.60982
C 3.50011 6.43281 2.09201
O 2.99756 5.56145 2.77200
H 5.49406 5.53261 2.07793
H 6.52537 7.32469 0.67565
H 2.68693 9.39288 0.49951
H 1.65767 7.60066 1.90276
```

Properties
Charge ... +1
Kohn-Sham gap ... 7.142 eV
Spin multiplicity ... 1

Results of the Mulliken charge analysis, in e, for atoms 1 through 6: -1.03 -0.33 -1.49 0.23 1.95 -1.21



No. 4
DFT (the ωB97M-V functional and the def2-TZVPD basis) results for C40H52I2N8O3PSTi as an isolated structure.

The geometry in XYZ format:
```
108
C40H52I2N8O3PSTi the ωB97M-V functional and the def2-TZVPD basis
Ti 0.48475 -0.03921 -1.04223
I 6.30990 3.06945 -4.67949
C 4.78237 1.83244 -3.98673
C 5.08486 0.57595 -3.48249
C 4.06995 -0.23792 -3.00138
I 4.55184 -2.10954 -2.22201
C 2.73364 0.17949 -3.00893
O 1.75065 -0.54318 -2.50152
C 2.45652 1.45443 -3.53176
C 1.02869 1.90474 -3.47593
N 0.54898 1.90283 -2.06995
C 1.29873 2.81766 -1.18854
C 2.46096 2.11681 -0.53253
C 3.65468 2.76071 -0.26523
C 4.66261 2.06529 0.38334
C 4.45132 0.74382 0.73944
C 3.24034 0.15706 0.42464
N 2.26313 0.83316 -0.18757
C 3.46708 2.26912 -4.01428
H 6.10871 0.22938 -3.45779
H 0.92458 2.90549 -3.90362
H 0.38081 1.21554 -4.02029
H -0.43448 2.15518 -2.05277
H 1.65081 3.69482 -1.73650
H 0.62041 3.15157 -0.39989
H 3.79482 3.78611 -0.57960
H 5.60787 2.54762 0.59415
H 5.21754 0.16054 1.22912
H 3.03216 -0.87973 0.64587
H 3.22420 3.24982 -4.40560
C 2.44346 -7.28639 -3.38793
C 1.84421 -6.13614 -2.63098
C 1.28879 -6.34107 -1.36631
C 0.73534 -5.29546 -0.65299
C 0.74773 -4.02194 -1.21323
C 1.29348 -3.78689 -2.46756
C 1.83694 -4.85152 -3.16701
S 0.01456 -2.70243 -0.33173
O 1.05080 -1.73144 0.14992
O -0.81983 -3.25664 0.68955
N -0.64494 -1.71031 -1.35348
C -1.53743 -1.75828 -2.40053
C -2.31505 -2.85117 -2.76970
C -3.15890 -2.69311 -3.85302
C -3.20558 -1.47364 -4.51783
C -2.39440 -0.44926 -4.06498
N -1.56854 -0.57610 -3.02621
H 1.74853 -8.12507 -3.43666
H 3.34748 -7.64145 -2.89017
H 2.70814 -6.99941 -4.40378
H 1.28343 -7.33745 -0.94184
H 0.28780 -5.45434 0.31822
H 1.30762 -2.78567 -2.87945
H 2.26773 -4.67795 -4.14513
H -2.25382 -3.78054 -2.21950
H -3.78123 -3.51646 -4.17827
H -3.85551 -1.32029 -5.36673
H -2.40134 0.51779 -4.55522
N -0.61761 0.77822 0.05769
P -1.20988 1.01721 1.50879
N -2.28008 -0.17808 1.85637
C -3.21216 -0.58981 0.78748
C -3.90858 -1.87697 1.19339
C -4.79400 -1.65126 2.42392
C -4.16128 -0.62448 3.37822
C -2.64816 -0.60161 3.21888
N -1.84962 2.54028 1.59624
C -2.19873 3.32612 0.41371
C -1.96576 4.80296 0.69237
C -2.77368 5.27539 1.92237
C -3.45429 4.10520 2.63173
C -2.48071 2.95977 2.86406
N -0.12819 0.97419 2.75248
C 0.78516 2.10168 2.96895
C 1.19514 2.16192 4.43402
C 1.82368 0.84423 4.87721
C 0.89636 -0.32550 4.56021
C 0.50685 -0.31139 3.09043
H -2.64534 -0.71733 -0.13074
H -3.96401 0.19167 0.60662
H -3.14539 -2.63361 1.39082
H -4.50238 -2.24130 0.35347
H -4.95136 -2.59926 2.94036
H -5.77971 -1.29910 2.11417
H -4.41204 -0.85131 4.41533
H -4.55239 0.37662 3.17371
H -2.24843 -1.60449 3.40962
H -2.18075 0.06572 3.94078
H -3.23852 3.15374 0.11312
H -1.58047 2.97947 -0.41263
H -2.23006 5.38293 -0.19339
H -0.89658 4.95501 0.86361
H -3.52469 6.00840 1.62778
H -2.11053 5.78158 2.62675
H -4.30710 3.74931 2.04881
H -3.85197 4.42452 3.59567
H -3.00438 2.11767 3.32008
H -1.70794 3.27916 3.57282
H 0.29646 3.02415 2.65827
H 1.68189 1.97335 2.34336
H 0.30726 2.36983 5.03898
H 1.88960 2.99208 4.57883
H 2.06025 0.87210 5.94154
H 2.77217 0.70343 4.34599
H -0.00836 -0.26011 5.17238
H 1.37771 -1.27709 4.79338
H -0.16842 -1.12723 2.84351
H 1.40313 -0.44478 2.47111
```

Properties
Charge ... +1
Kohn-Sham gap ... 7.733 eV
Spin multiplicity ... 1

Results of the Mulliken charge analysis, in e, for atoms 1 through 6: -0.99 0.10 -0.45 -0.46 0.24 0.03



Asked for E_tot across the records above, the calculation gives -61385.5793 -106945.0638 -88534.7226 -119829.7577 eV in order.
Asked for largest force on an atom across the records above, the calculation gives 1.9 3.2 0.7 0.5 eV Å⁻¹ in order.